Formula: C74H169N11O11
Source: the Open Molecules 2025 dataset
Level of theory: ωB97M-V/def2-TZVPD

Calculated values
**Electronic energy**: -4350.41037 Ha
**HOMO level**: -0.29796 Eh
**Frontier orbital gap**: 8.52 eV
**Spin multiplicity**: 1
**ΔE to the lowest compared entry with this formula, charge and spin**: 3.611 eV
**SMILES**: CC1(C)CCCC(C)(C)N1O.CC1(C)CCCC(C)(C)N1O.CC1(C)CCCC(C)(C)N1O.CC1(C)CCCC(C)(C)N1O.CC1(C)CCCC(C)(C)N1O.CC1(C)CCCC(C)(C)N1O.COC[C@H](C)N.COC[C@H](C)N.COC[C@H](C)N.COC[C@H](C)N.COC[C@H](C)N

CARTESIAN COORDINATES (ANGSTROEM)
C 1.6115 0.1363 24.8848
C 1.8568 0.2379 26.3656
C 1.6867 -1.1449 26.9473
C 3.2698 0.7291 26.6057
C 3.4684 1.3894 27.9373
C 2.4438 2.4297 28.2177
C 1.0147 1.8604 28.1073
C 0.7743 0.8599 29.2273
C 0.0584 3.0035 28.3211
N 0.8624 1.2453 26.7970
O -0.4105 0.6888 26.8355
H 0.6081 -0.2834 24.6626
H 1.6720 1.1014 24.3163
H 2.4042 -0.5774 24.5562
H 2.1302 -1.7511 26.1271
H 2.3028 -1.1602 27.8502
H 0.6808 -1.4602 27.0731
H 4.0029 -0.1213 26.4131
H 3.5521 1.4647 25.7834
H 3.5620 0.6335 28.7459
H 4.5009 1.7783 27.9503
H 2.5074 3.2435 27.5005
H 2.5945 2.8716 29.1950
H 0.1731 0.0610 28.8203
H 0.2770 1.3326 30.0676
H 1.7337 0.5100 29.4572
H -0.9301 2.5425 28.2977
H 0.0527 3.7017 27.4666
H 0.2955 3.4601 29.2983
H -0.9365 1.1126 26.1344
C -5.9741 -0.0526 32.7829
C -5.5647 0.4569 31.4201
C -5.7000 -0.6245 30.2805
C -6.5678 1.5529 31.0922
C -6.1630 2.4142 29.9451
C -4.8262 2.9941 30.1221
C -3.7553 2.0038 30.4345
C -3.3534 1.2960 29.1267
C -2.5673 2.7392 30.9813
N -4.2247 1.0545 31.5716
O -3.2316 0.1035 31.8694
H -6.9810 -0.5211 32.6609
H -5.2493 -0.7512 33.1705
H -6.1098 0.7908 33.5385
H -4.7716 -1.1550 30.0996
H -6.4717 -1.2856 30.5856
H -5.9516 -0.1579 29.3540
H -7.5381 1.0736 30.9192
H -6.6066 2.1431 31.9820
H -6.1840 1.8772 28.9754
H -6.9210 3.1759 29.8052
H -4.8319 3.8609 30.7760
H -4.5374 3.4483 29.2036
H -2.7429 0.3917 29.2022
H -2.7302 2.0266 28.5882
H -4.2240 1.0885 28.5307
H -2.8555 3.2663 31.9131
H -2.2534 3.4814 30.2640
H -1.8251 1.9868 31.2224
H -2.9326 0.3375 32.7675
C -12.1484 2.2850 33.4248
C -11.8915 1.4157 32.1487
C -10.4255 1.7645 31.6252
C -11.9320 -0.0270 32.6032
C -13.2867 -0.6196 32.8553
C -14.0069 -0.4205 31.5458
C -14.1293 1.0585 31.0653
C -14.6119 1.0923 29.6254
C -15.1568 1.7992 31.9340
N -12.7923 1.6266 31.0552
O -12.9222 3.0453 30.9908
H -12.1204 3.3585 33.2457
H -13.1209 1.8930 33.8809
H -11.4295 1.9704 34.2356
H -9.7846 1.9594 32.4653
H -10.0914 0.8451 31.1407
H -10.4464 2.5585 30.9087
H -11.4655 -0.6873 31.8617
H -11.2770 -0.0128 33.4993
H -13.1834 -1.6769 33.1089
H -13.9101 -0.1914 33.6361
H -15.0509 -0.8422 31.6164
H -13.4584 -0.9354 30.6832
H -14.4092 2.0755 29.2172
H -15.6476 0.8197 29.5626
H -14.0577 0.3069 29.1540
H -16.1631 1.4954 31.5833
H -15.0369 2.8976 31.8438
H -14.9825 1.6006 32.9678
H -12.9076 3.3919 30.0721
C -1.5899 6.1857 29.0693
C -0.4455 6.9939 29.7316
C 0.7822 6.7742 28.9084
C -0.7634 8.5253 29.6741
C -1.8661 8.8817 30.6932
C -1.4437 8.4880 32.0691
C -1.0086 7.0341 32.2011
C -0.1662 6.7834 33.4481
C -2.3096 6.2430 32.3980
N -0.0872 6.5685 31.1203
O 0.1106 5.1518 31.1667
H -1.7759 6.6922 28.1464
H -1.2149 5.1714 28.9558
H -2.5307 6.2131 29.6715
H 1.1493 5.8103 29.1590
H 0.5575 6.6565 27.8541
H 1.4598 7.6168 28.9750
H 0.1241 9.1826 29.7833
H -1.2280 8.7418 28.7149
H -2.0632 9.9720 30.6111
H -2.7955 8.4281 30.3115
H -2.1956 8.6543 32.8144
H -0.6891 9.2370 32.3777
H 0.0317 5.7523 33.6022
H -0.6415 7.2119 34.3677
H 0.7710 7.2922 33.2159
H -2.1688 5.1869 32.4888
H -3.0085 6.5173 31.6469
H -2.7058 6.3831 33.3986
H -0.8269 4.8252 31.2377
C -8.2725 4.8738 23.3149
C -7.7375 5.0487 24.7832
C -7.2978 6.5251 24.8730
C -8.8732 4.7816 25.7885
C -9.1641 3.3258 25.8445
C -7.9245 2.4743 26.1059
C -6.7170 2.8307 25.2864
C -5.4467 2.2769 25.9721
C -6.8510 2.0317 23.9531
N -6.5593 4.2420 25.1268
O -5.5809 4.4372 24.1551
H -8.7939 3.9396 23.1786
H -8.9040 5.7316 23.1293
H -7.3712 4.8596 22.6508
H -6.6056 6.7361 24.0449
H -8.1736 7.1733 24.7373
H -6.9041 6.7623 25.8334
H -8.6074 5.1629 26.7764
H -9.6668 5.4460 25.4325
H -9.8185 3.1101 26.6902
H -9.6753 3.0134 24.9361
H -8.1606 1.3831 26.0567
H -7.5937 2.6285 27.1616
H -4.5490 2.4511 25.3258
H -5.5103 1.2345 26.2441
H -5.2419 2.8519 26.8976
H -5.9219 2.0325 23.4164
H -7.7231 2.2794 23.3591
H -7.0513 0.9955 24.2927
H -4.7977 4.8546 24.5146
C -3.8449 -3.7222 27.4295
C -2.3145 -3.4007 27.6344
C -1.7263 -3.0662 26.2089
C -2.0358 -2.2152 28.5336
C -2.3936 -2.5924 30.0088
C -1.4189 -3.7234 30.4460
C -1.6999 -4.9593 29.5840
C -0.6440 -5.9607 29.9040
C -3.0166 -5.7033 29.8488
N -1.5475 -4.5515 28.2330
O -1.7772 -5.7010 27.4194
H -4.0279 -4.7770 27.1297
H -4.3613 -3.4003 28.3332
H -4.1312 -3.0197 26.6157
H -2.0370 -2.0709 25.9049
H -0.6504 -3.0049 26.3524
H -2.1195 -3.7402 25.4516
H -0.9524 -1.9590 28.4203
H -2.5661 -1.3670 28.0469
H -2.1485 -1.7065 30.5996
H -3.4747 -2.8058 30.1109
H -1.5364 -4.0141 31.4931
H -0.3467 -3.4663 30.2642
H -0.4386 -6.0265 30.9565
H 0.2590 -5.4491 29.5202
H -0.9057 -6.8365 29.3356
H -3.8914 -5.0670 30.0920
H -2.8950 -6.3089 30.7401
H -3.3025 -6.3773 29.0429
H -1.0235 -5.7345 26.8292
C -9.6692 0.6275 36.1042
O -9.0832 1.7767 35.5595
C -7.9572 2.3369 36.1896
C -7.7847 3.7961 35.7348
C -7.3435 3.8835 34.3080
N -6.8510 4.5216 36.5942
H -9.1991 0.2720 37.0190
H -9.6085 -0.2209 35.3851
H -10.6756 0.9656 36.2497
H -8.0420 2.4413 37.2994
H -7.0857 1.7070 35.9666
H -8.8185 4.2165 35.7637
H -6.3853 3.2977 34.1827
H -7.1427 4.9113 33.9359
H -8.0804 3.5890 33.5981
H -6.9585 5.5293 36.5355
H -7.1183 4.3539 37.5976
C -13.4922 -2.5620 27.6768
O -12.5525 -1.5588 27.4780
C -11.3581 -1.5857 28.2025
C -10.5729 -0.3854 27.7845
C -9.1316 -0.4327 28.3459
N -11.2525 0.8520 28.2697
H -13.9161 -2.8188 26.6848
H -14.2799 -2.1400 28.3056
H -13.0659 -3.4491 28.1725
H -11.5161 -1.5350 29.2625
H -10.8552 -2.5192 27.9242
H -10.6971 -0.2676 26.6603
H -9.1637 -0.8847 29.3309
H -8.8697 0.6074 28.4008
H -8.4873 -1.0435 27.7760
H -11.3104 0.7995 29.2705
H -12.2457 0.6793 28.0296
C -4.5836 -4.1126 33.2596
O -5.9533 -4.4984 33.2960
C -6.8037 -3.3936 33.4793
C -8.2785 -3.7710 33.6163
C -9.1445 -2.5096 33.5662
N -8.6241 -4.5837 34.7839
H -4.3433 -3.4349 32.4501
H -3.9699 -5.0026 33.3005
H -4.3924 -3.5383 34.1893
H -6.4604 -2.8569 34.3703
H -6.6529 -2.7303 32.6154
H -8.5827 -4.3845 32.7668
H -10.2232 -2.7023 33.5956
H -8.9213 -1.8322 32.7465
H -8.9651 -1.8099 34.4007
H -8.7079 -3.9990 35.6408
H -7.8372 -5.2634 34.9102
C -2.1487 -1.1995 34.6302
O -2.2992 0.2047 34.4679
C -2.9487 0.8580 35.5978
C -3.1253 2.3565 35.1353
C -1.8057 2.9900 34.9102
N -3.9109 3.0511 36.1438
H -3.0253 -1.8758 34.4953
H -1.5985 -1.3985 35.5421
H -1.5830 -1.5717 33.7973
H -3.9122 0.3783 35.7736
H -2.2684 0.7649 36.4334
H -3.6589 2.2014 34.2186
H -1.2027 2.3595 34.2442
H -1.3208 3.1780 35.8891
H -1.8038 3.9862 34.4524
H -3.8578 4.0405 35.9378
H -4.9137 2.8151 36.2255
C -6.8596 5.4745 28.8220
O -5.7188 5.9120 29.5281
C -6.0762 6.5722 30.7460
C -6.6589 8.0181 30.6007
C -5.8410 8.8034 29.6329
N -6.7958 8.5927 31.9490
H -7.5615 4.9001 29.4585
H -6.5239 4.9036 27.8914
H -7.4839 6.3164 28.4376
H -6.7690 5.8777 31.1942
H -5.2159 6.7742 31.4171
H -7.6806 7.9517 30.2415
H -5.6440 8.2613 28.7345
H -4.9151 9.0481 30.1246
H -6.3752 9.7125 29.3225
H -5.8784 8.9020 32.2661
H -7.4675 9.3682 31.9387